Record 1
93
Properties=species:S:1:pos:R:3:mulliken_charge:R:1 method="wB97M-V/def2-TZVPD" lumo_ev=2.03 charge=-1 multiplicity=1 e_tot_ha=-2445.6246 relative_energy_ev=0.0000
I -0.988 0.124 -0.350 -0.62
O -2.009 -3.185 -2.291 -0.60
H -1.496 -2.387 -2.165 0.25
H -1.672 -3.794 -1.634 0.29
O -4.439 3.211 0.960 -0.65
H -3.489 3.323 0.938 0.41
H -4.728 3.434 0.075 0.29
O -1.919 3.223 1.711 -0.80
H -1.972 2.339 1.346 0.25
H -1.240 3.165 2.384 0.23
O -6.044 1.058 1.475 -0.69
H -5.718 1.950 1.597 0.33
H -5.788 0.829 0.581 0.38
C -2.718 1.623 -5.470 -0.35
C -1.404 2.363 -5.195 -0.21
O -0.541 2.505 -6.327 -0.56
O -3.639 2.450 -6.126 -0.54
H -3.163 1.443 -4.492 0.17
H -2.465 0.635 -5.855 0.33
H -0.854 1.791 -4.448 0.17
H -1.736 3.367 -4.929 0.35
H -0.179 3.387 -6.219 0.33
H -3.743 2.308 -7.070 0.29
C 1.794 2.560 3.857 -0.42
C 1.992 1.405 2.940 0.14
O 2.376 0.139 3.646 -0.57
O 0.807 2.278 4.904 -0.49
H 1.374 3.421 3.336 0.23
H 2.732 2.959 4.244 0.41
H 2.644 1.793 2.158 0.28
H 1.039 1.240 2.437 -0.11
H 1.564 -0.313 3.887 0.31
H 1.028 2.694 5.741 0.24
C 2.134 -3.884 -2.944 -0.27
C 2.289 -2.737 -4.003 -0.26
O 1.426 -3.050 -5.036 -0.52
O 3.070 -3.368 -1.967 -0.47
H 2.400 -4.801 -3.470 0.30
H 1.145 -4.000 -2.501 0.13
H 3.313 -2.886 -4.348 0.27
H 2.137 -1.736 -3.600 0.27
H 1.737 -2.654 -5.853 0.30
H 2.769 -2.600 -1.476 0.25
C -1.567 -2.221 3.858 -0.56
C -0.992 -0.777 3.757 0.46
O -0.289 -0.579 4.973 -0.61
O -2.332 -2.326 5.058 -0.56
H -0.778 -2.929 3.603 0.22
H -2.371 -2.237 3.122 0.22
H -1.870 -0.133 3.711 0.26
H -0.344 -0.799 2.881 -0.05
H -0.060 0.353 5.006 0.21
H -1.749 -2.205 5.811 0.34
C 3.229 -3.320 2.772 -0.12
C 1.849 -3.657 2.069 0.34
O 1.361 -4.932 2.170 -0.57
O 3.104 -3.774 4.071 -0.55
H 3.421 -2.248 2.719 0.14
H 4.032 -3.802 2.216 0.36
H 1.895 -3.411 1.008 0.06
H 1.033 -3.056 2.472 -0.28
H 2.002 -5.568 1.845 0.32
H 2.247 -3.578 4.457 0.32
C -5.121 -0.768 -1.283 -0.64
C -4.733 -1.873 -0.375 0.17
O -5.496 -2.021 0.822 -0.55
O -4.588 0.489 -0.837 -0.32
H -6.204 -0.657 -1.342 0.28
H -4.666 -0.853 -2.270 0.31
H -3.669 -1.731 -0.187 -0.03
H -4.764 -2.834 -0.887 0.36
H -5.457 -1.180 1.283 0.30
H -3.630 0.440 -0.888 0.04
C 4.962 0.541 -1.160 -0.25
C 5.430 -0.836 -0.757 -0.76
O 5.214 -1.336 0.605 -0.46
O 5.956 1.483 -0.649 -0.53
H 3.957 0.718 -0.777 0.21
H 4.907 0.658 -2.242 0.40
H 6.504 -0.785 -0.934 0.36
H 5.246 -1.621 -1.491 0.44
H 5.705 -0.668 1.088 0.30
H 5.741 2.267 -1.161 0.30
C 0.397 4.815 -0.169 -0.63
C 1.244 3.588 -0.523 0.18
O 1.007 3.078 -1.825 -0.50
O -0.979 4.653 -0.273 -0.53
H 0.567 5.668 -0.826 0.30
H 0.730 5.143 0.815 0.29
H 0.975 2.754 0.125 -0.14
H 2.321 3.757 -0.525 0.38
H 0.158 2.635 -1.753 0.23
H -1.364 4.050 0.367 0.48

---

Record 2
65
Properties=species:S:1:pos:R:3:nbo_charge:R:1 method="wB97M-V/def2-TZVPD" lumo_ev=0.33 multiplicity=1 e_tot_ha=-1793.3894 smiles="C#COC(=O)N(CCC(=O)Nc1ccccc1)CC(=O)O.CCOC(=O)OC.CCOC(=O)OC"
C 8.610 -0.622 1.716 -0.31
C 7.659 -0.917 1.057 0.30
O 6.595 -0.904 0.271 -0.51
C 5.403 -1.078 0.975 0.89
O 5.384 -1.183 2.157 -0.48
N 4.219 -1.154 0.184 -0.48
C 3.975 0.069 -0.597 -0.21
C 3.924 1.364 0.217 -0.53
C 3.163 1.284 1.529 0.71
O 3.746 1.245 2.578 -0.49
N 1.716 1.304 1.523 -0.69
C 1.179 -0.002 1.232 0.23
C 0.246 -0.163 0.225 -0.28
C -0.224 -1.439 -0.035 -0.20
C 0.231 -2.510 0.691 -0.23
C 1.143 -2.343 1.713 -0.21
C 1.620 -1.075 1.982 -0.26
C 4.350 -2.268 -0.774 -0.34
C 4.302 -3.596 -0.060 0.79
O 5.138 -3.979 0.702 -0.52
O 3.221 -4.377 -0.382 -0.73
H 9.435 -0.323 2.308 0.24
H 4.736 0.176 -1.382 0.19
H 3.037 -0.077 -1.129 0.22
H 3.393 2.081 -0.414 0.23
H 4.924 1.760 0.367 0.24
H 1.373 1.996 0.866 0.37
H -0.103 0.689 -0.341 0.21
H -0.933 -1.559 -0.843 0.22
H -0.128 -3.507 0.465 0.21
H 1.521 -3.168 2.300 0.21
H 2.352 -0.925 2.760 0.25
H 5.264 -2.177 -1.369 0.22
H 3.516 -2.232 -1.471 0.23
H 2.655 -4.471 0.393 0.50
C -1.189 4.525 2.065 -0.64
C -1.706 3.300 2.790 -0.07
O -3.138 3.308 2.887 -0.49
C -3.772 2.961 1.772 0.99
O -3.245 2.639 0.736 -0.66
O -5.083 3.042 1.996 -0.49
C -5.902 2.782 0.855 -0.25
H -1.563 5.434 2.538 0.21
H -0.099 4.541 2.078 0.22
H -1.522 4.538 1.027 0.22
H -1.333 3.295 3.812 0.20
H -1.370 2.379 2.313 0.20
H -5.652 1.828 0.400 0.19
H -5.798 3.586 0.127 0.19
H -6.929 2.750 1.207 0.20
C -3.657 0.975 -2.496 -0.64
C -4.130 -0.138 -1.587 -0.07
O -5.191 -0.900 -2.184 -0.49
C -4.812 -1.776 -3.112 0.98
O -3.683 -1.992 -3.467 -0.65
O -5.905 -2.376 -3.586 -0.49
C -5.654 -3.293 -4.652 -0.26
H -4.493 1.607 -2.800 0.21
H -2.917 1.589 -1.983 0.23
H -3.205 0.573 -3.403 0.22
H -4.544 0.282 -0.675 0.19
H -3.312 -0.798 -1.299 0.19
H -4.898 -4.024 -4.372 0.20
H -5.343 -2.754 -5.546 0.19
H -6.591 -3.805 -4.852 0.20

---

Record 3
22
Properties=species:S:1:pos:R:3:nbo_charge:R:1 method="wB97M-V/def2-TZVPD" lumo_ev=-5.06 charge=+1 multiplicity=1 e_tot_ha=-492.0292 smiles="[H]/N=C(/N(C)N)[n+]1ccccc1" relative_energy_ev=3.3477
C -2.475 -2.049 0.452 -0.05
C -1.256 -2.473 -0.182 -0.22
C -2.522 -0.696 0.707 -0.24
C -0.242 -1.577 -0.444 0.06
C 0.594 0.741 -0.779 0.54
C -1.566 0.163 0.173 0.13
C 1.705 0.937 1.440 -0.40
N 0.503 1.156 -1.993 -0.69
N -0.339 -0.223 -0.207 -0.33
N 1.523 1.329 0.075 -0.25
N 2.392 2.283 -0.531 -0.62
H -3.144 -2.782 0.696 0.25
H -1.162 -3.569 -0.489 0.27
H -3.285 -0.128 1.197 0.26
H 0.669 -2.094 -0.814 0.27
H -1.753 1.293 0.141 0.26
H 1.209 -0.041 1.533 0.20
H 2.795 0.663 1.625 0.22
H 1.455 1.647 2.154 0.22
H -0.320 0.910 -2.484 0.37
H 1.970 2.672 -1.347 0.39
H 3.248 1.837 -0.924 0.36

---

Record 4
112
Properties=species:S:1:pos:R:3:mulliken_charge:R:1 method="wB97M-V/def2-TZVPD" lumo_ev=0.04 multiplicity=1 e_tot_ha=-3358.6612 smiles="Fc1ccccc1.Fc1ccccc1.Fc1ccccc1.Fc1ccccc1.Fc1ccccc1.Fc1ccccc1.O=C1OCCO1.O=C1OCCO1.O=C1OCCO1.O=C1OCCO1" relative_energy_ev=0.1721
F 6.951 -2.982 0.490 -0.34
C 5.682 -2.989 0.137 0.37
C 5.364 -2.635 -1.176 -0.45
C 4.022 -2.608 -1.524 -0.02
C 3.050 -2.995 -0.641 -0.84
C 3.395 -3.511 0.578 -0.51
C 4.693 -3.466 1.029 -0.71
H 6.141 -2.448 -1.903 0.54
H 3.699 -2.440 -2.541 0.40
H 2.002 -3.043 -0.898 0.69
H 2.541 -3.766 1.188 0.26
H 5.003 -3.686 2.040 0.49
F -6.486 4.075 0.191 -0.30
C -5.885 2.877 0.095 0.21
C -6.584 1.820 -0.313 -0.53
C -5.971 0.656 -0.795 -0.75
C -4.582 0.638 -0.814 -0.68
C -3.829 1.752 -0.319 0.81
C -4.484 2.890 0.151 -0.46
H -7.653 1.954 -0.387 0.40
H -6.588 -0.154 -1.155 0.42
H -4.066 -0.219 -1.220 0.45
H -2.752 1.742 -0.391 -0.01
H -3.972 3.797 0.437 0.34
F -3.164 -0.299 6.832 -0.35
C -2.719 0.431 5.753 0.40
C -2.862 -0.124 4.456 -0.82
C -2.579 0.744 3.341 0.29
C -2.144 2.029 3.480 -0.20
C -2.030 2.531 4.773 -0.47
C -2.330 1.749 5.892 -0.69
H -3.290 -1.107 4.332 0.52
H -2.703 0.334 2.350 0.38
H -2.054 2.688 2.629 0.12
H -1.642 3.537 4.832 0.44
H -2.216 2.181 6.875 0.40
F -2.542 6.014 0.311 -0.38
C -1.481 5.271 0.669 0.31
C -0.718 5.606 1.760 -0.71
C 0.341 4.691 2.110 -0.63
C 0.670 3.621 1.331 -0.68
C -0.044 3.377 0.174 -0.08
C -1.134 4.197 -0.116 -0.19
H -1.012 6.447 2.370 0.44
H 0.944 4.769 3.003 0.42
H 1.488 2.935 1.497 0.57
H 0.136 2.467 -0.380 0.34
H -1.669 4.029 -1.039 0.40
F 1.297 -2.197 -4.099 -0.15
C 1.658 -3.410 -4.690 0.34
C 0.694 -4.219 -5.245 -0.43
C 1.032 -5.478 -5.689 -0.44
C 2.344 -5.920 -5.646 -0.41
C 3.406 -5.086 -5.170 -0.62
C 3.030 -3.796 -4.709 -0.19
H -0.302 -3.820 -5.361 0.41
H 0.212 -6.103 -6.012 0.37
H 2.655 -6.874 -6.047 0.35
H 4.434 -5.419 -5.169 0.42
H 3.825 -3.132 -4.405 0.46
F -3.788 -1.754 1.250 -0.24
C -3.173 -2.892 0.960 0.33
C -3.840 -3.834 0.261 -0.39
C -3.189 -5.018 -0.105 -0.55
C -1.829 -5.094 0.003 -0.70
C -1.114 -4.150 0.769 -0.29
C -1.830 -3.037 1.300 -0.51
H -4.887 -3.689 0.039 0.42
H -3.677 -5.738 -0.746 0.33
H -1.309 -5.966 -0.367 0.39
H -0.049 -4.167 0.947 0.50
H -1.307 -2.270 1.852 0.68
C 4.331 0.690 -1.641 1.05
C 5.112 1.360 -0.457 -0.29
O 5.046 2.758 -0.696 -0.34
C 4.222 2.970 -1.699 0.55
O 3.711 4.084 -1.864 -0.57
O 3.871 1.833 -2.358 -0.31
H 3.516 0.178 -1.129 -0.69
H 5.023 -0.050 -2.044 0.22
H 6.151 1.046 -0.356 0.31
H 4.567 1.148 0.463 0.13
C 1.528 1.283 5.122 0.41
C 2.773 0.762 4.248 0.06
O 3.531 0.116 5.221 -0.42
C 2.720 -0.286 6.272 0.60
O 3.007 -1.025 7.174 -0.54
O 1.579 0.421 6.191 -0.36
H 0.644 1.118 4.506 -0.18
H 1.888 2.290 5.331 0.28
H 3.390 1.585 3.887 0.30
H 2.498 0.102 3.425 -0.11
C 0.771 -0.308 -0.843 0.47
C -0.663 -0.039 -0.684 -0.35
O -0.808 0.283 0.661 0.92
C 0.259 -0.135 1.290 -0.08
O 0.318 -0.308 2.463 -0.64
O 1.233 -0.419 0.446 -0.31
H 1.301 0.527 -1.302 0.09
H 1.053 -1.156 -1.467 -0.13
H -1.330 -0.897 -0.766 0.41
H -0.966 0.665 -1.458 -0.30
C -2.541 3.120 -4.926 -0.34
C -2.570 3.009 -3.418 -0.18
O -1.313 2.507 -3.023 0.03
C -0.470 2.590 -4.123 0.46
O 0.750 2.488 -4.155 -0.52
O -1.188 2.935 -5.168 -0.36
H -2.865 4.096 -5.288 0.27
H -3.117 2.330 -5.410 0.26
H -3.221 2.211 -3.064 0.12
H -2.972 3.796 -2.780 0.37

---

Record 5
18
Properties=species:S:1:pos:R:3:nbo_charge:R:1 method="wB97M-V/def2-TZVPD" lumo_ev=0.74 multiplicity=1 e_tot_ha=-476.3504 smiles="C[C@H]1O[C@]1(CO)C(N)=O" relative_energy_ev=2.5509
C 0.852 -1.047 1.945 -0.65
C 0.626 0.197 1.136 0.09
O 1.541 0.531 0.099 -0.46
C 0.212 0.225 -0.280 0.08
C 0.031 -1.029 -1.109 -0.08
O 0.179 -0.767 -2.487 -0.71
C -0.603 1.424 -0.736 0.65
N -1.892 1.459 -0.363 -0.86
H 1.450 -1.794 1.411 0.22
H 1.368 -0.789 2.880 0.23
H -0.119 -1.492 2.206 0.22
H 0.319 1.070 1.725 0.19
H 0.748 -1.790 -0.772 0.18
H -0.978 -1.441 -0.967 0.18
H 1.055 -0.404 -2.650 0.48
O -0.099 2.472 -1.148 -0.57
H -2.496 0.710 -0.676 0.40
H -2.193 2.466 -0.213 0.42